[1]
Here is a molecular structure, C50H51CaN2O2P2S2Te from OMol25. Energies are from ωB97M-V/def2-TZVPD.

XYZ file:
```
111
Properties=species:S:1:pos:R:3
Ca -0.292 -0.281 -0.182
O -2.538 -0.487 0.451
S -3.831 0.254 0.254
C -3.661 1.149 -1.334
C -4.127 2.600 -1.441
C -3.047 3.624 -1.087
C -1.883 3.611 -2.084
S -0.327 3.042 -1.367
O -0.764 1.915 -0.471
C -0.002 4.397 -0.248
C 0.216 5.674 -0.750
C 0.529 6.697 0.129
C 0.646 6.431 1.489
C 0.461 5.146 1.970
C 0.137 4.113 1.098
C -3.790 1.562 1.480
C -4.928 2.320 1.720
C -4.896 3.297 2.704
C -3.744 3.478 3.461
C -2.633 2.676 3.247
C -2.649 1.707 2.252
H -4.193 0.506 -2.034
H -2.597 1.057 -1.556
H -5.008 2.779 -0.823
H -4.451 2.759 -2.473
H -2.675 3.424 -0.080
H -3.489 4.621 -1.062
H -1.681 4.589 -2.523
H -2.052 2.913 -2.908
H 0.158 5.870 -1.815
H 0.699 7.697 -0.248
H 0.906 7.231 2.172
H 0.589 4.934 3.023
H 0.025 3.094 1.441
H -5.837 2.145 1.157
H -5.774 3.901 2.893
H -3.724 4.232 4.236
H -1.747 2.794 3.858
H -1.798 1.057 2.095
Te 2.947 0.783 3.428
C 4.766 -0.015 4.124
C 5.606 0.724 4.950
C 6.794 0.158 5.382
N 7.202 -1.068 5.054
C 6.388 -1.762 4.256
C 5.178 -1.293 3.771
C 2.559 -0.679 1.939
P 2.460 0.258 0.326
C 4.073 1.159 0.300
C 5.277 0.517 0.589
C 6.481 1.200 0.517
C 6.506 2.538 0.140
C 5.316 3.185 -0.162
C 4.112 2.497 -0.075
C 2.525 -0.885 -1.035
C 1.664 -0.606 -2.280
C 2.444 -1.044 -3.499
C 3.370 -2.021 -3.448
C 3.823 -2.590 -2.213
C 3.455 -1.931 -1.063
P 0.868 -1.254 2.321
C 0.643 -2.848 1.416
C 1.702 -3.577 0.888
C 1.466 -4.734 0.164
C 0.166 -5.183 -0.031
C -0.899 -4.470 0.501
C -0.659 -3.302 1.214
C 0.932 -1.884 4.039
C 1.852 -2.865 4.401
C 1.928 -3.308 5.713
C 1.075 -2.785 6.676
C 0.146 -1.817 6.322
C 0.080 -1.371 5.009
H 5.356 1.737 5.245
H 7.461 0.728 6.023
H 6.725 -2.758 3.985
H 4.565 -1.888 3.103
H 5.261 -0.524 0.887
H 7.404 0.687 0.763
H 7.448 3.071 0.084
H 5.324 4.229 -0.455
H 3.180 3.009 -0.293
H 1.563 0.498 -2.375
H 2.224 -0.569 -4.451
H 3.846 -2.340 -4.375
H 4.571 -3.373 -2.200
H 3.956 -2.189 -0.131
H 2.707 -3.198 1.022
H 2.299 -5.268 -0.277
H -0.018 -6.077 -0.615
H -1.916 -4.807 0.341
H -1.494 -2.728 1.608
H 2.519 -3.269 3.650
H 2.656 -4.063 5.985
H 1.137 -3.129 7.702
H -0.520 -1.403 7.069
H -0.635 -0.604 4.731
C 0.084 -2.855 -3.979
C -0.494 -1.630 -3.230
C -0.789 -0.515 -4.259
C -1.841 -2.096 -2.661
N 0.283 -1.173 -2.096
H -0.704 -3.364 -4.549
H 0.500 -3.550 -3.247
H 0.882 -2.586 -4.665
H -1.524 -0.828 -5.012
H 0.119 -0.210 -4.780
H -1.185 0.365 -3.734
H -2.518 -2.435 -3.452
H -2.340 -1.287 -2.118
H -1.681 -2.917 -1.958
```

As for the HOMO energy: -2.173 eV. As for the charge: -1. The value obtained for the relative energy (zero: lowest compared OMol25 entry of this formula, charge and spin) is 36.1 kJ/mol. The value obtained for the LUMO energy is 1.5 eV. As for the HOMO-LUMO gap: 3.683 eV. As for the total energy: -4620.53525 a.u.

=====

[2]
Here is a molecular structure, C11H19N13SSn from OMol25. Energies are from ωB97M-V/def2-TZVPD.

XYZ file:
```
45
Properties=species:S:1:pos:R:3
Sn 2.755 0.037 -1.351
N 3.868 -1.064 2.030
C 4.801 -0.903 1.107
N 6.128 -1.146 1.315
N 6.708 -0.878 0.205
N 5.792 -0.467 -0.721
N 4.611 -0.475 -0.165
C 2.514 -0.860 1.817
N 1.606 -1.034 2.749
N 0.451 -0.763 2.137
N 0.652 -0.438 0.903
N 1.974 -0.489 0.652
H 4.154 -1.382 2.953
C 0.755 2.897 -0.399
C 2.234 3.037 -0.347
N 3.139 2.108 -0.646
C 4.396 2.688 -0.506
C 4.234 3.969 -0.112
N 2.874 4.164 -0.015
H 0.458 1.849 -0.375
H 0.360 3.356 -1.306
H 0.293 3.385 0.459
H 5.307 2.155 -0.717
H 4.947 4.745 0.102
H 2.423 5.026 0.255
C -3.014 -0.435 2.027
C -2.716 -1.754 1.341
N -3.411 -1.874 0.048
C -2.846 -1.777 -1.134
S -1.125 -1.488 -1.246
N -3.523 -1.917 -2.260
C -4.948 -2.291 -2.339
C -5.885 -1.120 -2.082
H -2.458 -0.381 2.961
H -4.075 -0.338 2.258
H -2.714 0.407 1.401
H -3.021 -2.603 1.951
H -1.646 -1.863 1.158
H -4.414 -1.995 0.079
H -3.019 -1.801 -3.125
H -5.120 -3.121 -1.650
H -5.099 -2.687 -3.340
H -5.792 -0.715 -1.073
H -6.914 -1.451 -2.211
H -5.697 -0.313 -2.788
```

As for the HOMO energy (alpha / beta): -15.376 / -15.375 eV. As for the charge: +2. The value obtained for the relative energy (zero: lowest compared OMol25 entry of this formula, charge and spin) is 13.3 kJ/mol. The value obtained for the LUMO energy (alpha / beta) is -8.8 / -9.2 eV. As for the HOMO-LUMO gap (alpha / beta): 6.538 / 6.142 eV. As for the total energy: -1754.26944 a.u.

=====

[3]
Here is C4H8O in the gas phase in a non-equilibrium geometry from OMol25. Energies are from ωB97M-V/def2-TZVPD.

XYZ file:
```
13
Properties=species:S:1:pos:R:3
C -0.821 -0.987 -1.621
C -0.373 -0.750 -0.228
C 0.820 -0.124 0.171
C 0.857 0.772 1.495
O 0.270 2.002 1.232
H -0.953 0.011 -2.139
H -0.288 -1.728 -2.277
H -1.869 -1.359 -1.668
H -1.076 -1.154 0.461
H 1.529 0.438 -0.419
H 1.988 0.962 1.829
H 0.394 0.330 2.375
H -0.478 1.587 0.789
```

As for the HOMO energy: -9.569 eV. The SMILES is C/C=C/CO. The value obtained for the relative energy (zero: lowest compared OMol25 entry of this formula, charge and spin) is 224.0 kJ/mol. The value obtained for the LUMO energy is 1.0 eV. As for the HOMO-LUMO gap: 10.537 eV. As for the total energy: -232.36030 a.u.

=====

[4]
Here is 2 unconnected molecules or ions with the total composition C4H8O2 in a non-equilibrium geometry from OMol25. Energies are from ωB97M-V/def2-TZVPD.

XYZ file:
```
14
Properties=species:S:1:pos:R:3
O -2.122 -1.613 1.653
C -1.246 -1.438 0.603
C -0.058 -2.277 0.296
O -1.194 -2.189 -0.585
H -1.889 -2.506 1.993
H -1.399 -0.403 0.462
H 0.935 -1.696 0.000
H 0.178 -3.137 0.859
C 0.666 2.600 -0.976
C 0.734 1.444 -0.388
H 0.951 2.503 -2.058
H 0.319 3.470 -0.446
H 0.358 1.407 0.615
H 1.151 0.469 -0.864
```

As for the HOMO energy: -10.414 eV. The SMILES is O[C@H]1CO1.C=C. The value obtained for the relative energy (zero: lowest compared OMol25 entry of this formula, charge and spin) is 382.2 kJ/mol. The value obtained for the LUMO energy is 0.8 eV. As for the HOMO-LUMO gap: 11.262 eV. As for the total energy: -307.56685 a.u.

=====

[5]
Here is a molecular structure, C5H11O4 in a non-equilibrium geometry from OMol25. Energies are from ωB97M-V/def2-TZVPD.

XYZ file:
```
20
Properties=species:S:1:pos:R:3
H 1.371 2.421 2.283
O 1.000 2.296 1.390
H -1.969 0.988 1.828
C -1.651 0.348 0.991
H -2.332 0.465 0.133
C -0.276 0.800 0.633
C 0.427 0.381 -0.410
C 1.809 0.810 -0.799
C -0.137 -0.720 -1.284
O 0.403 -1.902 -0.707
O -0.261 -2.983 -1.445
H 0.133 -3.755 -0.994
O -1.626 -1.010 1.432
H 0.148 1.757 1.529
H 2.192 0.144 -1.576
H 1.810 1.840 -1.178
H 2.474 0.785 0.069
H -1.235 -0.761 -1.306
H 0.245 -0.657 -2.310
H -2.523 -1.246 1.721
```

As for the HOMO energy (alpha / beta): -8.553 / -9.374 eV. The value obtained for the relative energy (zero: lowest compared OMol25 entry of this formula, charge and spin) is 404.6 kJ/mol. The value obtained for the LUMO energy (alpha / beta) is 0.7 / -0.4 eV. As for the HOMO-LUMO gap (alpha / beta): 9.280 / 8.934 eV. The spin multiplicity is 2. The expectation value of S² is 0.7625. As for the total energy: -497.80538 a.u.

=====

[6]
Here is 8 unconnected molecules or ions with the total composition C21H59NO12 in a non-equilibrium geometry from OMol25. Energies are from ωB97M-V/def2-TZVPD.

XYZ file:
```
93
Properties=species:S:1:pos:R:3
C -6.393 1.213 -24.532
O -7.540 0.855 -25.310
C -7.220 0.295 -26.567
C -6.452 1.208 -27.506
C -7.198 2.514 -27.690
N -6.325 0.513 -28.787
H -5.729 0.347 -24.424
H -6.732 1.472 -23.530
H -5.846 2.033 -24.991
H -6.735 -0.684 -26.434
H -8.164 0.049 -27.067
H -5.483 1.460 -27.049
H -6.671 3.148 -28.404
H -7.308 3.045 -26.741
H -8.223 2.340 -28.029
H -5.871 1.126 -29.454
H -5.716 -0.293 -28.684
C -10.890 -1.736 -18.376
C -10.215 -0.622 -19.160
C -11.089 -0.111 -20.296
O -9.921 0.444 -18.242
H -11.904 -1.449 -18.097
H -10.325 -2.038 -17.498
H -10.986 -2.602 -19.043
H -9.254 -0.966 -19.554
H -10.539 0.663 -20.839
H -12.059 0.262 -19.973
H -11.289 -0.910 -21.018
H -10.133 1.294 -18.655
C -4.968 -1.253 -22.144
C -5.457 -0.155 -21.229
C -5.873 -0.658 -19.860
O -4.312 0.720 -21.057
H -5.726 -2.039 -22.221
H -4.037 -1.679 -21.775
H -4.782 -0.875 -23.151
H -6.205 0.477 -21.717
H -6.947 -0.868 -19.822
H -5.728 0.162 -19.155
H -5.271 -1.515 -19.570
H -4.642 1.589 -20.801
C -7.181 6.083 -24.885
C -8.237 5.734 -23.857
C -8.679 4.284 -23.961
O -7.685 5.838 -22.527
H -6.279 5.484 -24.758
H -6.920 7.146 -24.820
H -7.546 5.960 -25.908
H -9.104 6.392 -23.963
H -7.808 3.663 -23.733
H -8.997 4.036 -24.976
H -9.488 4.043 -23.276
H -7.069 6.574 -22.470
O -9.567 1.178 -23.311
C -10.746 0.708 -23.944
C -11.220 1.681 -24.979
O -10.324 1.804 -26.082
H -8.797 0.956 -23.851
H -10.542 -0.272 -24.396
H -11.527 0.548 -23.199
H -11.373 2.664 -24.513
H -12.191 1.387 -25.387
H -9.429 1.630 -25.764
O -7.695 2.774 -17.397
C -6.707 1.985 -16.754
C -5.363 2.576 -17.083
O -5.143 2.629 -18.479
H -8.405 2.230 -17.761
H -6.853 1.952 -15.665
H -6.781 0.941 -17.082
H -4.540 2.035 -16.618
H -5.328 3.601 -16.680
H -5.986 2.902 -18.867
O -9.901 2.951 -19.323
C -9.036 3.659 -20.194
C -7.994 2.684 -20.747
O -6.827 3.338 -21.213
H -10.379 3.547 -18.717
H -9.592 4.160 -20.993
H -8.512 4.445 -19.631
H -8.471 2.180 -21.599
H -7.758 1.974 -19.956
H -7.079 4.077 -21.783
O -11.195 4.377 -17.387
C -10.535 4.607 -16.136
C -10.406 3.329 -15.356
O -11.725 2.887 -15.066
H -11.986 3.863 -17.183
H -9.561 5.044 -16.344
H -11.129 5.324 -15.561
H -9.835 3.532 -14.443
H -9.848 2.593 -15.944
H -11.684 2.252 -14.347
```

As for the HOMO energy: -9.577 eV. The SMILES is COC[C@H](C)N.CC(C)O.CC(C)O.CC(C)O.OCCO.OCCO.OCCO.OCCO. The value obtained for the relative energy (zero: lowest compared OMol25 entry of this formula, charge and spin) is 0.0 kJ/mol. The value obtained for the LUMO energy is 0.6 eV. As for the HOMO-LUMO gap: 10.217 eV. As for the total energy: -1793.09007 a.u.